Entry 1:
{"formula": "C29H32BrClF3N2O6S", "method": "ωB97M-V/def2-TZVPD", "homo_ev": -10.78, "charge": 1, "homo_lumo_gap_ev": 5.448, "energy_ev": -147370.3754, "largest_force_ev_per_a": 9.7, "smiles": "CCOc1c2c(C(F)(F)F)c(OC(=O)c3ccccc3)c(OCCNC[C@@H](C)O)c(CC(=O)Cl)c2cc(CCCS)[n+]1Br", "species": ["Br", "Cl", "S", "F", "F", "F", "O", "O", "O", "O", "O", "O", "N", "N", "C", "C", "C", "C", "C", "C", "C", "C", "C", "C", "C", "C", "C", "C", "C", "C", "C", "C", "C", "C", "C", "C", "C", "C", "C", "C", "C", "C", "C", "H", "H", "H", "H", "H", "H", "H", "H", "H", "H", "H", "H", "H", "H", "H", "H", "H", "H", "H", "H", "H", "H", "H", "H", "H", "H", "H", "H", "H", "H", "H", "H"], "positions_angstrom": [[5.18805, 0.20943, 2.92782], [1.80615, 4.55974, -3.50174], [7.32830, 3.30028, 3.65037], [0.21200, -3.43413, 2.23056], [1.73344, -3.80245, 0.27873], [-0.57261, -4.28286, 0.16912], [-2.07192, -2.21552, -1.27940], [-2.41529, -2.17531, -3.75019], [-7.53778, 2.08127, 1.26553], [0.89443, 1.95251, -3.93558], [-2.26532, 0.58144, -2.36837], [2.86668, -1.99706, 2.33450], [3.63995, 0.38020, 1.82018], [-5.27710, 2.41875, -0.68750], [1.21730, 0.95925, -0.13388], [4.47986, 3.69017, 2.91796], [1.34090, -0.55078, 0.54120], [0.25866, -1.77127, 0.18541], [3.75232, -2.47026, 4.75562], [-7.30597, -0.34610, 0.41077], [0.82042, 3.02895, -3.12139], [-0.43859, -4.98416, -3.43535], [-7.56068, 1.26307, 0.04101], [4.68793, 2.95314, 1.45012], [-4.20391, 2.15401, -1.76025], [-1.66988, -2.56734, -2.68204], [0.85311, -5.92659, -3.80914], [2.54160, -1.88551, 3.76023], [2.54467, -3.67736, -3.39894], [-0.16584, 2.90447, -1.81784], [-0.97517, -1.31071, -0.84496], [-3.36780, 0.79465, -1.37247], [2.38746, -5.28189, -3.77291], [3.54376, 1.76514, 1.17180], [-0.01456, 1.40428, -1.17412], [-1.10948, 0.22636, -1.48011], [2.62816, -0.75145, 1.59073], [1.23530, -2.70888, -3.04664], [2.31889, 2.17785, 0.16879], [-0.28563, -3.39409, -3.05531], [-6.57480, 1.80126, -1.16121], [5.82404, 4.44738, 3.48289], [0.39695, -3.29037, 0.76922], [6.97162, 2.10951, 4.32236], [5.55525, 4.82114, 4.57995], [-7.54072, -0.58071, 1.54848], [-4.07528, -0.16321, -1.29068], [4.12343, 2.85855, 3.69319], [-7.81585, 1.54012, 2.06644], [0.63554, -7.06063, -4.07914], [-1.29354, 3.02794, -2.13555], [-1.52554, -5.44944, -3.44433], [-6.17779, -0.59269, 0.20651], [-3.46481, 3.06090, -1.85460], [4.63713, -2.95183, 4.14819], [-7.19879, 2.61296, -1.76370], [4.13858, -1.53844, 5.38945], [-8.05334, -0.99230, -0.23524], [3.29054, -5.99889, -4.03303], [1.39640, -1.56898, -2.76639], [2.21787, 3.25064, -0.33576], [3.29233, -3.22087, 5.56187], [-4.70775, 1.97645, -2.82684], [-8.66625, 1.31226, -0.39469], [6.04311, 5.35641, 2.76800], [-4.90787, 1.96727, 0.18057], [0.14435, 3.66820, -0.95815], [2.42899, -0.72590, 4.00774], [5.78841, 2.56558, 1.27044], [1.56777, -2.41249, 4.11510], [3.63727, -3.21131, -3.37019], [-2.90551, 0.91269, -0.27828], [-6.35514, 0.89784, -1.87981], [3.61396, 4.50031, 2.82923], [4.51763, 3.79940, 0.62561]], "lowdin_charge": [0.92, 0.58, 0.61, 0.03, 0.00, 0.01, -0.04, 0.03, -0.11, -0.06, -0.12, -0.14, -0.36, -0.08, 0.01, -0.28, 0.07, 0.10, -0.11, -0.07, -0.58, -0.01, -0.35, -0.21, -0.18, -0.20, -0.04, -0.23, -0.05, -0.11, 0.01, -0.16, -0.04, -0.13, -0.01, -0.01, -0.05, -0.01, 0.08, -0.06, -0.19, -0.52, -0.18, -0.16, 0.10, 0.09, 0.15, 0.10, 0.10, 0.10, 0.13, 0.11, 0.07, 0.11, 0.09, 0.14, 0.07, 0.09, 0.09, 0.09, 0.12, 0.10, 0.15, 0.14, 0.11, 0.10, 0.13, 0.13, 0.09, 0.13, 0.09, 0.14, 0.12, 0.13, 0.13]}

***

Entry 2:
{"formula": "C29H32F6N3O8PS3Si2W", "method": "ωB97M-V/def2-TZVPD", "homo_ev": [-11.42, -11.48], "multiplicity": 2, "charge": 1, "homo_lumo_gap_ev": [7.428, 7.138], "energy_ev": -127126.1454, "largest_force_ev_per_a": 2.2, "species": ["W", "S", "S", "S", "P", "Si", "Si", "F", "F", "F", "F", "F", "F", "O", "O", "O", "O", "O", "O", "O", "O", "N", "N", "N", "C", "C", "C", "C", "C", "C", "C", "C", "C", "C", "C", "C", "C", "C", "C", "C", "C", "C", "C", "C", "C", "C", "C", "C", "C", "C", "C", "C", "C", "H", "H", "H", "H", "H", "H", "H", "H", "H", "H", "H", "H", "H", "H", "H", "H", "H", "H", "H", "H", "H", "H", "H", "H", "H", "H", "H", "H", "H", "H", "H", "H"], "positions_angstrom": [[0.69156, -0.15354, -0.08960], [2.58639, -4.30343, 0.68402], [1.76600, 1.22517, 2.34602], [-1.63795, 1.07061, 2.26972], [4.25557, -0.71887, -0.40839], [-1.43356, 0.94406, -1.18817], [1.11768, 3.56162, 0.45319], [1.32317, 1.00447, -1.42099], [3.41383, 0.59877, 0.04165], [3.68202, -0.52775, -1.90779], [4.65238, -0.96826, 1.11288], [4.91985, -2.10131, -0.83687], [5.53834, 0.13654, -0.72607], [-2.81117, 0.36007, 2.66606], [-0.73908, 0.15629, 1.45513], [3.03222, 1.78844, 2.61595], [-0.84215, -4.87118, -5.08541], [-1.76271, 2.36034, 1.65700], [-3.11323, -6.14151, 0.48685], [1.66111, -0.19319, 1.93662], [1.09222, 1.85400, 1.07337], [0.50761, -1.39395, -1.87219], [-0.16489, -2.10226, 0.49683], [2.60859, -1.64161, -0.07566], [1.07348, -1.03944, -3.03851], [-2.41098, 4.72358, -2.26971], [0.26035, -3.01356, -4.12236], [-0.15118, -2.57180, -1.81292], [-0.58261, -2.94907, -0.45798], [0.90877, 4.53552, 2.00489], [-1.49909, -4.44905, 1.15626], [-0.98898, -3.61302, 2.13674], [0.70053, 1.85270, 6.10562], [-1.26034, 2.82848, -1.23091], [-3.10152, 0.41385, -0.52752], [-1.49868, 0.46171, -3.00825], [0.72534, 1.46895, 3.73930], [0.13826, -3.89016, -5.33477], [-1.35299, 1.41628, 4.92850], [-0.30834, -3.38829, -2.90900], [-0.67113, 1.68734, 6.11087], [-0.66273, 1.30395, 3.73577], [-0.31899, 3.72754, -0.69908], [-1.45936, 5.59639, -1.78249], [-0.43208, 5.09121, -0.99987], [2.59983, -2.80164, 0.25973], [-1.27563, -4.10589, -0.17185], [-2.22748, -5.72535, 1.49950], [1.40913, 1.74515, 4.91604], [-2.29968, 3.36689, -1.99936], [-0.33625, -2.45146, 1.78122], [0.97226, -1.82988, -4.16550], [2.76562, 3.75051, -0.33489], [1.61616, -0.11285, -3.05780], [0.29323, 5.80114, -0.60826], [-1.62968, -0.61130, -3.16033], [-3.50348, 1.10596, 0.20918], [-3.23794, 5.08848, -2.86488], [-1.48511, -6.52056, 1.60049], [0.05240, -1.77850, 2.52560], [-3.06795, 2.71830, -2.40601], [-2.42642, 1.28748, 4.92501], [-2.72059, -5.62120, 2.46992], [-1.51728, 6.65568, -1.99364], [-1.22312, 1.76996, 7.03728], [2.86747, 4.76638, -0.72483], [-3.90157, -5.58826, 0.50240], [1.45259, -1.49111, -5.07396], [1.23067, 2.06341, 7.02396], [-0.84463, -4.32126, -2.83966], [1.12007, -4.34116, -5.52390], [-2.37925, 0.94649, -3.43573], [1.70671, 4.31759, 2.71863], [-1.10250, -3.84272, 3.18792], [0.97443, 5.60051, 1.77160], [3.56397, 3.57920, 0.38989], [-3.77630, 0.39770, -1.38707], [-0.06229, 4.34703, 2.46473], [-0.94656, -5.42604, -5.86426], [2.48183, 1.87200, 4.90259], [-0.11143, -3.26625, -6.19897], [-3.10713, -0.58366, -0.08445], [-0.63698, 0.80541, -3.58073], [-1.63253, -4.75326, -0.95849], [2.89390, 3.05041, -1.15982]], "lowdin_charge": [1.79, 0.83, 0.68, 0.52, 0.23, 0.62, 0.57, -0.39, -0.21, -0.15, -0.11, -0.12, -0.08, -0.24, -0.55, -0.19, -0.04, -0.25, -0.04, -0.38, -0.45, -0.06, -0.04, -0.09, -0.11, -0.06, -0.14, -0.18, -0.19, -0.12, -0.14, 0.03, -0.03, -0.25, -0.18, -0.19, -0.24, -0.19, -0.02, 0.08, -0.02, -0.21, -0.23, -0.06, -0.10, -0.84, 0.07, -0.19, -0.02, -0.10, -0.08, 0.04, -0.12, 0.11, 0.10, 0.03, 0.03, 0.11, 0.14, 0.12, 0.09, 0.13, 0.13, 0.11, 0.12, 0.05, 0.11, 0.14, 0.12, 0.12, 0.14, 0.04, 0.05, 0.14, 0.05, 0.05, 0.04, 0.05, 0.11, 0.13, 0.14, 0.03, 0.04, 0.13, 0.04]}

***

Entry 3:
{"formula": "C29H32FeN5O2Se", "method": "ωB97M-V/def2-TZVPD", "homo_ev": [-13.60, -13.66], "multiplicity": 6, "charge": 2, "homo_lumo_gap_ev": [7.606, 6.706], "energy_ev": -141859.2090, "largest_force_ev_per_a": 1.4, "species": ["Se", "Fe", "O", "O", "N", "N", "N", "N", "N", "C", "C", "C", "C", "C", "C", "C", "C", "C", "C", "C", "C", "C", "C", "C", "C", "C", "C", "C", "C", "C", "C", "C", "C", "C", "C", "C", "C", "C", "H", "H", "H", "H", "H", "H", "H", "H", "H", "H", "H", "H", "H", "H", "H", "H", "H", "H", "H", "H", "H", "H", "H", "H", "H", "H", "H", "H", "H", "H", "H", "H"], "positions_angstrom": [[0.25090, 1.87024, 1.27217], [0.25122, -0.38745, 0.90899], [-1.11933, -0.85442, -0.54103], [1.69310, -0.39176, -0.53389], [1.88629, -1.25399, 2.07540], [-1.16379, -1.45719, 2.20931], [-1.59575, -0.02790, -3.08312], [-2.61633, 4.97317, 3.23582], [1.82801, 0.68303, -3.00327], [-2.90439, -1.96663, 0.56579], [-2.24519, 3.24672, 1.61667], [-2.31245, -1.36008, -0.56446], [5.86891, -0.04042, -0.45163], [-4.40969, -1.91071, -1.75883], [-4.17300, -2.52507, 0.48963], [-3.03757, 4.20800, 2.23034], [7.37221, 0.04455, -0.39778], [1.23155, 1.13857, -4.26167], [1.55255, -1.84452, 3.37726], [3.10234, 0.70833, -2.77059], [5.13946, 0.34558, -1.54644], [-0.90326, -1.59021, 3.66367], [0.44321, -1.05775, 4.04343], [2.98805, -0.25597, -0.48964], [3.74754, -0.62033, 0.64130], [-6.33731, -3.13320, -0.66965], [-0.94904, 3.10158, 2.08260], [-0.48099, 3.88768, 3.11913], [-1.36685, 4.80922, 3.66570], [-1.29464, 0.74830, -4.29493], [-3.12093, -1.32636, -1.73853], [-2.72281, -0.64554, -2.90500], [5.13115, -0.51559, 0.63353], [3.72947, 0.25567, -1.59158], [-2.26424, -1.99720, 1.85569], [3.13280, -1.13965, 1.83721], [-4.96041, -2.52235, -0.66380], [-0.16125, 1.73794, -4.06984], [7.80842, -0.91892, -0.13239], [-6.98522, -2.63828, 0.05438], [-0.28178, 2.55058, -4.78413], [3.83561, -1.46025, 2.60964], [7.78388, 0.34769, -1.35857], [-6.29751, -4.19041, -0.40493], [1.90131, 1.87593, -4.69840], [-2.63187, 2.64385, 0.80657], [2.43273, -1.87869, 4.02067], [-2.19935, 1.27408, -4.59280], [1.18470, 0.29401, -4.95164], [-1.03419, 0.06425, -5.10398], [0.52245, -0.00293, 3.76419], [-3.42536, -0.60243, -3.73377], [7.69564, 0.76870, 0.35100], [-0.97869, -2.64220, 3.95092], [-4.97696, -1.86182, -2.68355], [0.53165, 3.80346, 3.48913], [-2.83719, -2.52832, 2.62061], [5.67010, -0.82112, 1.52640], [-1.04982, 5.44686, 4.48244], [-4.58244, -2.98346, 1.38591], [1.23716, -2.87649, 3.20112], [5.65429, 0.73051, -2.42138], [-1.67550, -1.04785, 4.21263], [0.54798, -1.10251, 5.12737], [-6.80197, -3.04930, -1.65013], [-0.95331, -0.07681, -2.29063], [3.72716, 1.12112, -3.55896], [-4.05734, 4.36626, 1.89910], [-0.24638, 2.18740, -3.07635], [1.27227, 0.27279, -2.24844]], "lowdin_charge": [0.89, 0.66, -0.15, -0.18, -0.02, 0.00, 0.09, 0.08, 0.09, -0.11, -0.11, -0.26, -0.24, 0.04, 0.06, -0.13, -0.02, -0.13, -0.19, 0.03, 0.04, -0.20, -0.18, -0.26, -0.11, -0.02, -0.61, -0.11, -0.12, -0.13, -0.10, 0.02, 0.06, -0.10, -0.07, -0.06, -0.24, -0.14, 0.09, 0.09, 0.13, 0.14, 0.08, 0.09, 0.13, 0.10, 0.12, 0.13, 0.14, 0.13, 0.09, 0.16, 0.09, 0.13, 0.13, 0.10, 0.14, 0.14, 0.12, 0.14, 0.13, 0.13, 0.13, 0.13, 0.08, 0.12, 0.16, 0.11, 0.13, 0.12]}